Below is a molecular structure, C4H3Cl2F2O2 in a non-equilibrium geometry, with properties calculated with the ωB97M-V functional and the def2-TZVPD basis.

Summary:
LUMO energy	3.2	eV
charge	-1
F_max	3.95	eV/Å

Last column: Löwdin charge in e.
Positions of all 13 atoms, in Å:
Cl (-1.99, -0.73, 1.85)  0.63
C (-2.05, 1.33, 0.34)  -0.92
C (-3.59, -1.71, -1.30)  -0.49
Cl (-1.82, 2.22, -1.09)  0.72
C (-0.19, -0.20, -0.03)  -0.20
F (-3.36, 1.55, 0.79)  -0.08
H (0.09, 0.55, -0.80)  0.05
O (-4.22, -1.68, -0.35)  0.20
F (-1.42, 2.63, 1.38)  -0.40
C (-1.55, 0.09, 0.40)  -0.87
O (-3.00, -1.87, -2.24)  0.21
H (-0.11, -1.23, -0.34)  0.05
H (0.55, 0.12, 0.79)  0.09